Record 1
ORCA calculation (ωB97M-V/def2-TZVPD) on a molecular structure, C36H39IN4OPPtS in a non-equilibrium geometry.

ORCA input file:
```
! wB97M-V def2-TZVPD RIJCOSX def2/J DEFGRID3
* xyz 3 1
Pt -0.356 -0.055 0.336
C 3.236 -0.435 -5.310
C 3.033 0.386 -4.049
N 1.687 0.156 -3.491
C 1.350 -0.194 -2.278
S -0.288 -0.509 -1.918
N 2.372 -0.273 -1.307
N 1.391 -0.914 0.987
C 1.699 -0.607 2.213
C 3.010 -0.833 2.890
C 0.669 0.113 3.005
C 0.783 0.404 4.350
C -0.239 1.115 4.977
C -1.333 1.517 4.236
C -1.390 1.187 2.887
N -0.418 0.497 2.300
H 4.238 -0.255 -5.697
H 2.528 -0.149 -6.088
H 3.126 -1.498 -5.107
H 3.103 1.452 -4.273
H 3.756 0.146 -3.272
H 0.922 0.271 -4.150
H 3.692 -1.458 2.333
H 2.858 -1.293 3.866
H 3.472 0.146 3.058
H 1.648 0.092 4.915
H -0.168 1.353 6.029
H -2.143 2.075 4.683
H -2.231 1.459 2.265
I 2.591 1.475 -0.403
C 4.633 1.175 -0.581
C 5.376 2.272 -0.917
C 6.773 2.165 -0.951
C 7.329 0.964 -0.632
C 6.548 -0.174 -0.301
C 7.246 -1.370 -0.005
C 6.565 -2.492 0.329
C 5.163 -2.464 0.354
C 4.395 -1.359 0.049
P 2.574 -1.815 -0.066
C 2.368 -3.368 1.025
C 1.603 -3.495 2.189
C 1.452 -4.706 2.855
C 2.037 -5.857 2.363
C 2.754 -5.782 1.177
C 2.891 -4.575 0.518
C 2.200 -2.788 -1.567
C 0.995 -3.479 -1.680
C 0.759 -4.264 -2.795
C 1.729 -4.383 -3.785
C 2.933 -3.706 -3.666
C 3.165 -2.889 -2.565
C 5.118 -0.127 -0.266
H 4.902 3.217 -1.152
H 7.380 3.019 -1.214
H 8.405 0.848 -0.631
H 8.328 -1.361 -0.042
H 7.079 -3.412 0.571
H 4.683 -3.379 0.645
H 1.055 -2.671 2.624
H 0.859 -4.739 3.759
H 1.915 -6.801 2.875
H 3.195 -6.672 0.749
H 3.416 -4.595 -0.428
H 0.264 -3.447 -0.881
H -0.172 -4.807 -2.884
H 1.549 -5.021 -4.640
H 3.697 -3.817 -4.423
H 4.111 -2.366 -2.476
C -1.807 2.721 -0.833
C -2.737 1.541 -0.942
O -2.368 0.501 0.027
C -3.270 -0.657 -0.098
C -3.080 -1.633 1.033
H -1.941 3.361 -1.705
H -0.763 2.400 -0.821
H -2.008 3.318 0.056
H -2.740 1.094 -1.937
H -3.757 1.826 -0.686
H -3.100 -1.108 -1.079
H -4.276 -0.238 -0.080
H -2.034 -1.925 1.158
H -3.641 -2.539 0.805
H -3.454 -1.235 1.976
*
```

The value obtained for the HOMO energy is -16.1436 eV. The calculation puts the gap between HOMO and LUMO at 6.66 eV. Its LUMO energy is -9.485 eV.

Record 2
ORCA calculation (ωB97M-V/def2-TZVPD) on a molecular structure, C36H39N4O2RuSSb2.

ORCA input file:
```
! wB97M-V def2-TZVPD RIJCOSX def2/J DEFGRID3
* xyz 3 5
Ru 0.072 0.556 -0.462
C -1.459 2.361 -3.078
O -1.563 1.767 -1.763
C -2.661 2.083 -1.006
C -3.631 2.966 -1.438
C -4.727 3.230 -0.630
C -4.868 2.610 0.615
C -3.911 1.730 1.046
C -2.781 1.450 0.248
N -1.777 0.559 0.639
N -1.991 0.063 1.813
C -1.303 -0.917 2.403
C -0.234 -1.729 1.752
O 0.210 -1.424 0.621
C 0.280 -2.879 2.424
C -0.144 -3.174 3.671
C -1.120 -2.373 4.379
C -1.498 -2.718 5.664
C -2.443 -1.959 6.350
C -3.008 -0.843 5.744
C -2.637 -0.482 4.460
C -1.696 -1.244 3.752
H -1.377 3.442 -2.992
H -2.321 2.083 -3.680
H -0.554 1.959 -3.521
H -3.547 3.456 -2.396
H -5.480 3.925 -0.977
H -5.729 2.822 1.235
H -4.009 1.233 1.999
H 1.012 -3.486 1.906
H 0.264 -4.043 4.177
H -1.056 -3.590 6.134
H -2.736 -2.239 7.353
H -3.744 -0.255 6.277
H -3.067 0.397 4.001
C -2.028 -0.853 -3.779
Sb -0.561 -1.294 -2.315
C -1.367 -3.062 -1.489
C 0.911 -2.162 -3.615
C 1.862 -3.073 -2.881
C 1.584 -4.434 -2.829
C 2.411 -5.318 -2.150
C 3.537 -4.840 -1.508
C 3.833 -3.486 -1.573
C 3.013 -2.595 -2.260
C 3.433 -1.150 -2.364
Sb 2.639 0.068 -0.792
C 3.396 -0.966 0.885
C 3.902 1.764 -0.855
H -2.298 -1.815 -4.214
H -1.616 -0.206 -4.550
H -2.909 -0.396 -3.330
H -1.454 -3.779 -2.303
H -2.352 -2.856 -1.072
H -0.703 -3.445 -0.720
H 1.388 -1.357 -4.171
H 0.262 -2.712 -4.300
H 0.714 -4.815 -3.356
H 2.188 -6.377 -2.144
H 4.200 -5.520 -0.987
H 4.747 -3.117 -1.113
H 3.175 -0.673 -3.307
H 4.505 -1.027 -2.200
H 4.479 -0.995 0.773
H 2.989 -1.973 0.896
H 3.146 -0.442 1.807
H 4.884 1.389 -1.147
H 3.952 2.211 0.137
H 3.553 2.500 -1.573
N 0.674 1.407 3.025
C 0.767 2.386 2.114
N 0.740 2.183 0.808
C 0.901 3.410 0.109
C 1.008 3.567 -1.267
C 1.154 4.842 -1.790
C 1.203 5.955 -0.950
C 1.124 5.808 0.424
C 0.978 4.524 0.933
S 0.914 4.033 2.606
H 0.796 0.448 2.745
H 0.783 1.614 4.005
H 1.014 2.705 -1.926
H 1.248 4.980 -2.860
H 1.324 6.943 -1.375
H 1.190 6.667 1.080
*
```

The value obtained for the HOMO energy (alpha / beta) is -15.7085 / -15.7151 eV. Its expectation value of S² is 6.12. The calculation puts the gap between HOMO and LUMO (alpha / beta) at 6.44 / 4.91 eV. Its LUMO energy (alpha / beta) is -9.266 / -10.804 eV.

Values of energy above the lowest of the compared OMol25 structures with the same formula, charge and spin, in order: 123.51 65.06, all in kJ/mol.